Record 1
DFT (ωB97M-V with the def2-TZVPD basis set) results for a cluster of 7 separate species, C40H52F3NO25 in total at a distorted geometry.

Element x y z (Å)
C (1.679, -2.226, 2.331)
C (0.750, -3.413, 2.114)
O (0.384, -3.668, 0.739)
C (1.317, -3.330, -0.195)
C (2.396, -4.146, -0.490)
C (2.497, -5.465, 0.229)
C (3.866, -5.722, 0.883)
O (3.821, -6.724, 1.912)
C (3.065, -7.816, 1.585)
C (1.714, -7.989, 2.267)
O (3.440, -8.671, 0.812)
C (3.299, -3.734, -1.436)
O (4.345, -4.554, -1.711)
C (3.158, -2.515, -2.083)
C (4.118, -2.004, -3.145)
O (5.455, -2.479, -2.949)
C (6.407, -1.580, -3.285)
F (6.636, -0.755, -2.272)
F (6.129, -0.905, -4.397)
F (7.522, -2.272, -3.546)
C (2.085, -1.746, -1.782)
C (1.156, -2.155, -0.848)
C (0.064, -1.123, -0.734)
O (-0.936, -1.168, -0.054)
N (0.477, -0.124, -1.608)
C (1.644, -0.404, -2.319)
O (2.135, 0.330, -3.145)
H (1.704, -1.927, 3.380)
H (1.336, -1.353, 1.771)
H (2.714, -2.410, 2.032)
H (-0.183, -3.177, 2.622)
H (1.222, -4.295, 2.555)
H (1.744, -5.525, 1.007)
H (2.268, -6.258, -0.494)
H (4.168, -4.799, 1.382)
H (4.615, -5.964, 0.130)
H (1.054, -8.526, 1.588)
H (1.812, -8.611, 3.158)
H (1.250, -7.037, 2.528)
H (4.546, -4.558, -2.652)
H (4.054, -0.918, -3.115)
H (3.727, -2.313, -4.121)
H (0.212, 0.836, -1.441)
C (-4.031, -3.119, 6.693)
C (-2.980, -3.354, 5.636)
C (-2.780, -4.804, 5.270)
O (-1.403, -4.831, 4.871)
C (-0.774, -3.818, 5.520)
O (0.404, -3.674, 5.560)
O (-1.672, -2.992, 6.113)
H (-3.719, -3.543, 7.649)
H (-4.178, -2.051, 6.852)
H (-4.985, -3.559, 6.401)
H (-3.195, -2.749, 4.750)
H (-3.421, -5.124, 4.451)
H (-2.913, -5.484, 6.115)
C (-5.792, -0.647, -1.547)
C (-5.378, 0.197, -0.368)
C (-3.956, -0.016, 0.073)
O (-4.025, 0.282, 1.476)
C (-5.296, 0.026, 1.880)
O (-5.640, -0.018, 3.017)
O (-6.113, -0.173, 0.818)
H (-5.804, -1.705, -1.281)
H (-6.803, -0.389, -1.863)
H (-5.117, -0.495, -2.389)
H (-5.574, 1.250, -0.572)
H (-3.260, 0.653, -0.428)
H (-3.609, -1.044, -0.047)
C (-3.923, 5.420, 1.022)
C (-3.285, 4.563, -0.043)
C (-2.954, 5.304, -1.315)
O (-3.056, 4.272, -2.307)
C (-3.923, 3.345, -1.829)
O (-4.381, 2.456, -2.475)
O (-4.198, 3.560, -0.524)
H (-4.909, 5.760, 0.702)
H (-4.067, 4.846, 1.938)
H (-3.300, 6.286, 1.253)
H (-2.404, 4.053, 0.358)
H (-1.951, 5.727, -1.298)
H (-3.668, 6.088, -1.559)
C (-8.107, 7.631, -3.801)
C (-7.029, 7.360, -2.779)
C (-6.357, 6.017, -2.927)
O (-5.970, 5.719, -1.577)
C (-6.833, 6.380, -0.757)
O (-6.915, 6.198, 0.414)
O (-7.582, 7.264, -1.455)
H (-8.948, 6.951, -3.665)
H (-8.495, 8.643, -3.685)
H (-7.719, 7.524, -4.814)
H (-6.296, 8.172, -2.780)
H (-5.484, 6.053, -3.577)
H (-7.031, 5.232, -3.278)
C (-0.931, 2.989, 3.823)
C (0.023, 2.734, 2.682)
C (0.190, 1.277, 2.332)
O (1.524, 1.237, 1.810)
C (2.212, 2.265, 2.378)
O (3.386, 2.406, 2.311)
O (1.367, 3.105, 3.032)
H (-0.535, 2.586, 4.755)
H (-1.065, 4.061, 3.974)
H (-1.906, 2.542, 3.625)
H (-0.271, 3.320, 1.806)
H (-0.524, 0.940, 1.582)
H (0.132, 0.615, 3.200)
C (9.472, 0.248, -3.927)
C (9.123, 1.710, -4.060)
C (8.811, 2.147, -5.470)
O (9.205, 3.523, -5.459)
C (10.165, 3.663, -4.506)
O (10.838, 4.628, -4.367)
O (10.248, 2.544, -3.739)
H (10.412, 0.024, -4.433)
H (9.609, -0.015, -2.878)
H (8.691, -0.387, -4.335)
H (8.308, 1.967, -3.378)
H (7.755, 2.053, -5.716)
H (9.402, 1.620, -6.224)

Results
* total charge: 0
* Kohn-Sham gap: 0.331 Ha
* max |F|: 1.9 eV Å⁻¹
* calculated total energy: -103156.2649 eV
* SMILES: CCOc1c(CCOC(C)=O)c(O)c(COC(F)(F)F)c2c1C(=O)NC2=O.C[C@@H]1COC(=O)O1.C[C@@H]1COC(=O)O1.C[C@@H]1COC(=O)O1.C[C@@H]1COC(=O)O1.C[C@@H]1COC(=O)O1.C[C@@H]1COC(=O)O1
* E_LUMO: -0.0262 Eh
* HOMO energy: -9.72 eV

***

Record 2
DFT (ωB97M-V with the def2-TZVPD basis set) results for a structure of composition C40H53BiN2O4P2S at a distorted geometry.

Element x y z (Å)
Bi (-1.024, 1.275, 1.768)
O (0.719, 3.752, 5.063)
S (0.975, 2.780, 4.045)
O (0.894, 3.311, 2.659)
O (0.237, 1.510, 4.160)
C (2.656, 2.208, 4.090)
C (3.552, 2.520, 5.093)
C (4.841, 2.019, 5.025)
C (5.206, 1.205, 3.965)
C (4.297, 0.878, 2.970)
C (2.998, 1.377, 3.013)
P (1.790, 0.988, 1.636)
C (2.732, 1.713, 0.246)
C (2.797, 1.053, -0.981)
C (3.686, 1.486, -1.954)
C (4.462, 2.614, -1.736)
C (4.318, 3.336, -0.559)
C (3.463, 2.885, 0.434)
C (2.194, -0.821, 1.560)
C (1.495, -1.563, 2.513)
C (1.797, -2.897, 2.736)
C (2.812, -3.505, 2.013)
C (3.507, -2.781, 1.056)
C (3.200, -1.447, 0.826)
H (3.221, 3.161, 5.901)
H (5.560, 2.259, 5.798)
H (6.214, 0.816, 3.908)
H (4.613, 0.239, 2.160)
H (2.162, 0.194, -1.168)
H (3.770, 0.939, -2.883)
H (5.168, 2.941, -2.489)
H (4.888, 4.244, -0.411)
H (3.352, 3.438, 1.357)
H (0.725, -1.072, 3.097)
H (1.248, -3.462, 3.479)
H (3.070, -4.540, 2.200)
H (4.311, -3.246, 0.499)
H (3.760, -0.901, 0.081)
C (-3.893, -2.271, 2.823)
C (-2.822, -2.966, 1.971)
C (-1.627, -3.209, 2.907)
C (-3.371, -4.310, 1.440)
P (-2.273, -1.759, 0.601)
N (-1.375, -0.666, 1.267)
C (-3.856, -1.150, -0.278)
C (-4.847, -2.271, -0.602)
C (-4.527, -0.096, 0.632)
C (-3.466, -0.446, -1.585)
C (-1.169, -2.646, -0.666)
C (-0.325, -1.543, -1.326)
C (-1.874, -3.475, -1.745)
C (-0.200, -3.566, 0.083)
H (-4.091, -2.885, 3.704)
H (-4.832, -2.155, 2.289)
H (-3.554, -1.291, 3.164)
H (-1.992, -3.625, 3.850)
H (-1.117, -2.270, 3.119)
H (-0.911, -3.914, 2.493)
H (-4.419, -4.440, 1.709)
H (-2.820, -5.145, 1.874)
H (-3.303, -4.395, 0.359)
H (-5.219, -2.772, 0.291)
H (-4.417, -3.020, -1.266)
H (-5.705, -1.832, -1.117)
H (-5.390, -0.501, 1.158)
H (-4.863, 0.753, 0.037)
H (-3.828, 0.301, 1.366)
H (-3.007, -1.112, -2.313)
H (-2.795, 0.383, -1.381)
H (-4.371, -0.033, -2.038)
H (-0.915, -0.688, -1.650)
H (0.188, -1.952, -2.201)
H (0.424, -1.179, -0.621)
H (-2.475, -2.865, -2.416)
H (-2.509, -4.252, -1.322)
H (-1.112, -3.974, -2.349)
H (0.251, -3.043, 0.924)
H (0.602, -3.861, -0.599)
H (-0.694, -4.475, 0.433)
C (0.691, 4.581, -2.580)
C (-0.448, 3.584, -2.809)
C (-1.683, 4.367, -3.279)
C (-0.733, 2.883, -1.497)
C (-0.112, 2.508, -3.845)
C (1.075, 2.495, -4.566)
C (1.340, 1.488, -5.488)
C (0.413, 0.486, -5.719)
C (-0.786, 0.500, -5.019)
C (-1.040, 1.495, -4.091)
H (0.384, 5.294, -1.813)
H (0.907, 5.140, -3.492)
H (1.600, 4.087, -2.240)
H (-1.969, 5.090, -2.515)
H (-2.532, 3.713, -3.457)
H (-1.443, 4.899, -4.202)
H (0.110, 2.453, -0.931)
H (1.803, 3.283, -4.426)
H (2.274, 1.495, -6.038)
H (0.621, -0.300, -6.434)
H (-1.532, -0.264, -5.205)
H (-1.977, 1.494, -3.546)
O (-2.218, 2.157, 0.076)
N (-1.916, 2.780, -1.070)

Results
* total charge: 0
* Kohn-Sham gap: 0.277 Ha
* max |F|: 1.6 eV Å⁻¹
* calculated total energy: -88761.8753 eV
* E_LUMO: -0.0199 Eh
* HOMO energy: -8.07 eV

***

Record 3
DFT (ωB97M-V with the def2-TZVPD basis set) results for a cluster of 4 separate species, C40H53Br2N3O10PS in total at a distorted geometry.

Element x y z (Å)
C (5.893, -3.844, 2.689)
C (5.932, -2.391, 1.893)
C (7.278, -1.510, 2.221)
C (6.829, -0.003, 2.759)
C (6.308, 0.815, 1.416)
C (4.916, 1.653, 1.817)
C (4.292, 2.362, 0.435)
N (2.907, 1.857, 0.245)
C (2.483, 1.586, -1.159)
S (3.445, 0.192, -1.946)
C (0.829, 1.462, -1.301)
C (0.427, 1.070, -2.826)
N (0.130, 0.824, -0.154)
C (-1.361, 0.534, -0.447)
C (-2.170, -0.156, 0.805)
C (-2.732, -1.694, 0.464)
O (-4.142, -1.831, 0.957)
C (-4.145, -1.754, 2.437)
C (-4.781, -0.375, 3.094)
O (-3.636, -2.702, 3.243)
P (0.642, -0.862, 0.302)
O (2.256, -0.942, 0.932)
Br (0.777, -2.224, -1.569)
C (0.362, 1.705, 1.052)
C (-0.733, 2.799, 1.476)
C (-1.439, 3.769, 0.411)
O (-2.779, 3.586, 0.214)
Br (-0.716, 5.289, -0.665)
C (1.856, 2.427, 1.142)
N (1.870, 3.905, 0.892)
C (2.213, 4.680, 1.948)
C (3.536, 4.611, 2.906)
C (1.184, 5.960, 2.276)
H (5.156, -3.771, 3.622)
H (6.969, -4.127, 3.115)
H (5.529, -4.699, 1.957)
H (4.992, -1.781, 2.301)
H (5.776, -2.542, 0.725)
H (7.985, -2.005, 3.022)
H (7.909, -1.384, 1.226)
H (7.740, 0.582, 3.206)
H (5.955, -0.171, 3.522)
H (7.171, 1.565, 1.090)
H (6.116, 0.119, 0.496)
H (5.252, 2.435, 2.620)
H (4.119, 0.873, 2.218)
H (4.437, 3.520, 0.512)
H (5.055, 2.016, -0.417)
H (2.754, 2.563, -1.793)
H (4.194, -0.489, -0.973)
H (0.487, 2.613, -1.244)
H (0.907, 0.110, -3.278)
H (-0.720, 1.034, -3.076)
H (0.844, 1.965, -3.502)
H (-1.911, 1.434, -0.958)
H (-1.396, -0.320, -1.285)
H (-1.643, -0.080, 1.847)
H (-3.173, 0.485, 0.919)
H (-2.026, -2.495, 0.959)
H (-2.813, -1.877, -0.713)
H (-4.042, 0.145, 3.838)
H (-5.799, -0.654, 3.605)
H (-4.978, 0.397, 2.218)
H (2.478, -1.927, 0.996)
H (0.375, 0.922, 1.960)
H (-1.598, 2.224, 2.072)
H (-0.266, 3.485, 2.336)
H (2.236, 2.260, 2.262)
H (3.507, 5.493, 3.710)
H (4.548, 4.751, 2.308)
H (3.484, 3.575, 3.485)
H (1.629, 6.696, 3.080)
H (1.134, 6.567, 1.249)
H (0.093, 5.622, 2.520)
C (-7.645, 4.113, 1.394)
C (-8.326, 4.551, 0.330)
C (-7.630, 5.057, -0.869)
O (-8.252, 5.460, -1.842)
C (-6.154, 5.059, -0.849)
C (-5.473, 4.621, 0.215)
C (-6.169, 4.115, 1.414)
O (-5.546, 3.712, 2.387)
H (-8.140, 3.740, 2.282)
H (-9.409, 4.556, 0.300)
H (-5.659, 5.433, -1.737)
H (-4.390, 4.616, 0.245)
C (3.064, -5.983, -5.767)
C (3.789, -5.698, -4.681)
C (3.169, -5.100, -3.482)
O (3.832, -4.837, -2.488)
C (1.718, -4.831, -3.530)
C (0.994, -5.116, -4.616)
C (1.613, -5.714, -5.815)
O (0.950, -5.977, -6.809)
H (3.503, -6.422, -6.655)
H (4.854, -5.890, -4.631)
H (1.280, -4.392, -2.642)
H (-0.071, -4.924, -4.666)
C (-5.754, -5.341, -1.032)
C (-5.358, -4.070, -1.147)
C (-5.583, -3.307, -2.391)
O (-5.219, -2.144, -2.498)
C (-6.263, -4.003, -3.502)
C (-6.659, -5.274, -3.387)
C (-6.435, -6.037, -2.143)
O (-6.799, -7.200, -2.036)
H (-5.597, -5.915, -0.127)
H (-4.859, -3.546, -0.341)
H (-6.420, -3.429, -4.407)
H (-7.158, -5.799, -4.192)

Results
* total charge: +1
* Kohn-Sham gap: 0.277 Ha
* max |F|: 9.3 eV Å⁻¹
* calculated total energy: -227470.3841 eV
* E_LUMO: -0.1322 Eh
* HOMO energy: -11.14 eV

***

Record 4
DFT (ωB97M-V with the def2-TZVPD basis set) results for a structure of composition C40H53Cl2N12O5P2SV at a distorted geometry.

Element x y z (Å)
V (0.265, -0.968, 0.229)
N (5.413, 1.437, -0.847)
C (4.584, 0.820, 0.009)
N (3.583, 0.008, -0.265)
C (3.407, -0.270, -1.589)
N (2.543, -1.096, -2.083)
N (1.747, -1.742, -1.117)
C (1.886, -3.047, -1.136)
C (0.996, -3.761, -0.257)
C (0.823, -5.127, -0.387)
C (-0.235, -5.780, 0.203)
C (-1.000, -5.031, 1.111)
C (-0.754, -3.659, 1.251)
N (0.203, -3.038, 0.559)
C (4.213, 0.413, -2.609)
C (3.979, 0.157, -3.974)
C (4.836, 0.652, -4.931)
C (5.954, 1.423, -4.499)
C (6.187, 1.709, -3.168)
C (5.287, 1.196, -2.211)
H (6.204, 1.993, -0.550)
H (4.750, 1.085, 1.029)
H (2.660, -3.430, -1.793)
H (1.440, -5.705, -1.112)
H (-0.397, -6.843, 0.070)
H (-1.839, -5.521, 1.623)
H (-1.326, -2.989, 1.904)
H (3.073, -0.404, -4.241)
H (4.685, 0.459, -6.010)
H (6.660, 1.762, -5.259)
H (7.035, 2.267, -2.807)
C (3.428, 4.092, 1.547)
N (2.089, 3.785, 1.009)
C (1.067, 3.456, 1.975)
P (1.848, 3.905, -0.610)
O (2.900, 3.249, -1.420)
O (0.378, 3.468, -0.996)
P (-0.522, 2.165, -0.899)
O (0.128, 1.043, -0.125)
N (-1.920, 2.730, -0.309)
C (-2.204, 4.127, -0.147)
C (-3.114, 1.866, -0.286)
N (-0.810, 1.731, -2.484)
C (-1.260, 2.793, -3.393)
C (0.124, 0.658, -3.094)
N (1.712, 5.543, -0.872)
C (2.236, 6.117, -2.144)
C (0.800, 6.344, -0.168)
H (3.371, 4.896, 2.230)
H (4.128, 4.308, 0.746)
H (3.839, 3.161, 2.010)
H (1.192, 2.454, 2.382)
H (0.052, 3.486, 1.538)
H (1.121, 4.209, 2.777)
H (-1.300, 4.714, -0.296)
H (-2.622, 4.318, 0.891)
H (-2.988, 4.373, -0.877)
H (-2.816, 0.812, -0.457)
H (-3.865, 2.239, -0.955)
H (-3.583, 1.978, 0.699)
H (-1.955, 3.457, -2.855)
H (-1.756, 2.370, -4.263)
H (-0.373, 3.344, -3.748)
H (0.023, -0.268, -2.568)
H (1.128, 1.025, -3.157)
H (-0.247, 0.570, -4.097)
H (2.945, 5.418, -2.542)
H (2.816, 7.000, -1.916)
H (1.424, 6.243, -2.812)
H (0.543, 5.907, 0.818)
H (-0.193, 6.526, -0.741)
H (1.202, 7.354, -0.001)
C (3.765, -2.640, 2.916)
N (2.381, -2.854, 3.266)
C (1.915, -4.057, 3.891)
C (0.511, -3.771, 4.328)
N (0.336, -2.408, 3.828)
C (1.407, -1.944, 3.193)
S (1.484, -0.399, 2.459)
H (4.145, -3.456, 2.303)
H (4.356, -2.654, 3.852)
H (3.929, -1.685, 2.413)
H (2.534, -4.374, 4.709)
H (2.028, -4.837, 3.118)
H (0.457, -3.822, 5.454)
H (-0.192, -4.475, 3.862)
H (-0.502, -1.895, 3.887)
Cl (-2.563, -0.641, 2.959)
C (-3.513, -2.110, 3.205)
C (-3.670, -2.734, 4.423)
C (-4.321, -3.950, 4.530)
C (-4.903, -4.532, 3.421)
C (-4.672, -3.971, 2.196)
Cl (-5.155, -4.748, 0.738)
C (-3.960, -2.732, 2.045)
N (-3.720, -2.194, 0.791)
C (-4.583, -1.433, -0.026)
C (-5.659, -0.737, 0.548)
C (-6.477, 0.114, -0.180)
C (-6.160, 0.282, -1.541)
C (-5.132, -0.446, -2.132)
C (-4.339, -1.362, -1.414)
C (-3.334, -2.260, -2.050)
C (-1.776, -2.071, -1.834)
O (-1.013, -2.661, -2.570)
O (-1.491, -1.302, -0.825)
H (-3.224, -2.229, 5.308)
H (-4.576, -4.349, 5.481)
H (-5.541, -5.428, 3.507)
H (-2.752, -1.932, 0.688)
H (-5.811, -0.862, 1.610)
H (-7.329, 0.630, 0.294)
H (-6.750, 0.977, -2.166)
H (-4.983, -0.330, -3.175)
H (-3.517, -2.336, -3.117)
H (-3.461, -3.318, -1.729)

Results
* energy above the lowest of the compared OMol25 structures with the same formula, charge and spin: 17.8 kcal/mol
* total charge: +1
* multiplicity: 4
* Kohn-Sham gap (alpha / beta): 0.256 / 0.258 Ha
* max |F|: 3.2 eV Å⁻¹
* calculated total energy: -150607.0768 eV
* E_LUMO (alpha / beta): -0.0932 / -0.1014 Eh
* HOMO energy (alpha / beta): -9.50 / -9.78 eV